[1]
The following is a DFT calculation (ωB97M-V with the def2-TZVPD basis set) of a 12-piece molecular cluster, C5H36NO11 overall at a distorted geometry.

Positions of all 53 atoms, in Å:
O (-0.316, 1.354, 4.809)
O (-2.107, 2.345, 2.884)
O (-2.077, -3.520, -2.572)
O (2.970, -0.410, -2.180)
O (-3.167, -0.482, 0.474)
O (3.824, -1.124, 0.149)
O (-1.522, -0.194, -3.500)
O (-0.477, 3.694, -1.894)
O (2.115, -1.131, -4.461)
O (-1.596, 3.349, 0.516)
O (0.646, 3.640, 2.048)
N (-1.006, 0.963, -0.750)
C (1.629, -3.115, 1.849)
C (-0.087, -0.624, 0.922)
C (0.278, 0.360, -0.248)
C (-0.174, -2.021, 0.295)
C (1.056, -2.848, 0.470)
H (-0.508, -1.944, -0.786)
H (0.078, 3.076, 2.569)
H (-1.308, 1.780, -0.201)
H (0.676, -0.557, 1.708)
H (2.688, -2.843, 1.721)
H (0.755, -3.817, 0.052)
H (-1.070, -0.431, 1.362)
H (-0.422, 4.207, -2.714)
H (0.864, 0.026, -1.132)
H (3.106, -1.066, 0.781)
H (-1.023, 4.306, -1.372)
H (3.232, -0.265, -3.102)
H (-0.899, 1.334, -1.682)
H (-0.992, -2.629, 0.671)
H (-3.883, 0.161, 0.435)
H (1.503, -0.374, -4.525)
H (-1.752, 0.206, -0.784)
H (1.893, -2.474, -0.149)
H (3.789, -0.365, -1.698)
H (-2.172, 2.791, 3.745)
H (-2.109, -0.876, -3.858)
H (1.089, -2.645, 2.640)
H (-2.143, 3.067, 1.267)
H (-1.409, 0.408, -4.247)
H (1.553, -1.813, -4.062)
H (1.093, 1.060, -0.002)
H (-3.718, -1.287, 0.593)
H (1.558, 3.716, 2.299)
H (-1.333, -2.953, -2.770)
H (-0.812, 3.758, 0.961)
H (4.318, -0.306, 0.271)
H (1.543, -4.116, 2.259)
H (-1.915, 1.490, 3.294)
H (0.517, 1.686, 5.175)
H (-1.890, -4.390, -2.943)
H (-0.886, 1.843, 5.417)

LUMO (eV): -2.5373
Net charge: +1
E (Ha): -1094.233440
Energy above the lowest of the compared OMol25 structures with the same formula, charge and spin (eV): 2.047

***

[2]
The following is a DFT calculation (ωB97M-V with the def2-TZVPD basis set) of C3H8ClNO3S in the gas phase at a distorted geometry.

Positions of all 17 atoms, in Å:
Cl (-0.923, -1.929, -0.689)
S (-2.029, 0.703, -0.294)
O (-2.181, 0.206, 1.239)
O (-1.795, 2.088, -0.253)
O (-3.127, 0.177, -1.017)
N (0.403, -0.201, 1.349)
C (-0.466, -0.171, -0.771)
C (2.029, -0.249, -0.574)
C (0.731, 0.257, 0.048)
H (1.038, 0.197, 2.033)
H (0.511, -1.303, 1.264)
H (2.109, -0.015, -1.644)
H (-1.322, -0.095, 1.660)
H (2.881, 0.231, 0.003)
H (1.949, -1.325, -0.547)
H (0.632, 1.425, 0.052)
H (-0.442, 0.004, -1.860)

LUMO (eV): 0.4273
Net charge: 0
E (Ha): -1257.937844
SMILES: C[C@H](N)[C@@H](Cl)S(=O)(=O)O
Energy above the lowest of the compared OMol25 structures with the same formula, charge and spin (eV): 0.046

***

[3]
The following is a DFT calculation (ωB97M-V with the def2-TZVPD basis set) of C28H25F15N4PdSi as an isolated structure.

Positions of all 74 atoms, in Å:
Pd (0.940, -0.616, -0.759)
Si (-1.910, -1.003, -2.668)
F (-0.162, 1.699, -3.343)
F (0.790, -4.900, -1.439)
F (0.255, -4.244, 0.535)
F (2.350, -2.995, -0.046)
F (-0.606, -0.940, 7.264)
F (0.100, 3.356, 1.089)
F (2.911, 0.716, 4.611)
F (1.714, 0.498, 6.935)
F (-0.886, -3.581, -1.168)
F (-1.871, 5.072, 0.552)
F (1.861, -2.808, -2.161)
F (-0.495, -2.049, 2.687)
F (-1.679, -2.181, 5.061)
F (-3.082, 5.095, -1.904)
F (-2.182, 3.415, -3.842)
N (-1.166, -0.558, -1.169)
N (3.215, -0.231, -0.526)
N (1.031, 1.494, -0.903)
N (1.839, -0.739, 2.243)
C (1.802, -0.087, 4.648)
C (-1.946, -0.046, -0.151)
C (-1.463, 4.217, -0.404)
C (-1.397, 0.392, 1.074)
C (1.299, -2.608, -0.877)
C (3.168, -0.225, 2.111)
C (3.357, 1.217, -0.767)
C (4.002, -0.932, -1.550)
C (-2.087, 4.222, -1.635)
C (-4.119, 0.642, 0.771)
C (1.170, -0.150, 5.877)
C (-3.246, -2.368, -2.611)
C (1.325, -0.727, 3.465)
C (-0.532, -1.485, 4.931)
C (-2.887, 0.388, -3.524)
C (-0.616, -1.524, -3.930)
C (-1.652, 3.334, -2.604)
C (-3.545, 1.060, 1.963)
C (-3.352, 0.104, -0.250)
C (-0.631, 2.448, -2.332)
C (0.013, 2.379, -1.083)
C (2.192, 2.007, -0.208)
C (0.349, -3.828, -0.731)
C (3.828, -0.602, 0.784)
C (0.097, -1.424, 3.715)
C (-0.003, -0.851, 6.050)
C (-2.168, 0.917, 2.093)
C (-0.442, 3.321, -0.145)
H (3.322, 1.367, -1.848)
H (-0.331, 0.290, 1.224)
H (0.390, -1.387, -3.543)
H (3.849, -0.655, 2.866)
H (2.146, 1.948, 0.884)
H (-1.670, 1.217, 3.010)
H (3.964, -2.004, -1.384)
H (3.251, 0.861, 2.259)
H (2.362, 3.067, -0.452)
H (-3.520, 0.970, -2.852)
H (-4.146, 1.471, 2.766)
H (-5.192, 0.725, 0.624)
H (-3.536, -0.073, -4.278)
H (-4.159, -2.011, -2.129)
H (4.834, -0.147, 0.788)
H (-3.868, -0.203, -1.148)
H (-2.945, -3.278, -2.099)
H (-2.222, 1.079, -4.040)
H (5.051, -0.595, -1.515)
H (3.591, -0.718, -2.535)
H (3.957, -1.682, 0.766)
H (4.337, 1.562, -0.401)
H (-3.511, -2.627, -3.643)
H (-0.718, -0.900, -4.823)
H (-0.723, -2.570, -4.224)

LUMO (eV): 4.7465
Net charge: -2
E (Ha): -3216.389940
Energy above the lowest of the compared OMol25 structures with the same formula, charge and spin (eV): 0.255

***

[4]
The following is a DFT calculation (ωB97M-V with the def2-TZVPD basis set) of C3H6OS2 in the gas phase at a distorted geometry.

Positions of all 12 atoms, in Å:
S (-2.170, 1.335, -0.206)
S (-1.384, -0.451, -0.259)
O (-2.143, -1.522, 0.341)
C (1.242, 0.300, -0.556)
C (0.292, -0.595, 0.238)
C (0.885, 0.645, 0.846)
H (-1.414, -0.770, -1.700)
H (0.147, 1.507, 0.936)
H (0.392, 0.610, -1.241)
H (0.432, -1.508, 0.815)
H (2.205, -0.162, -0.942)
H (1.516, 0.612, 1.727)

LUMO (eV): 0.3565
Net charge: 0
E (Ha): -989.396878
SMILES: O=[S@@H](=S)C1CC1
Energy above the lowest of the compared OMol25 structures with the same formula, charge and spin (eV): 3.582

***

[5]
The following is a DFT calculation (ωB97M-V with the def2-TZVPD basis set) of a 2-piece molecular cluster, C5H13N2S overall at a distorted geometry.

Positions of all 21 atoms, in Å:
S (-2.128, 1.347, -0.477)
N (0.889, 0.342, 0.036)
N (-2.884, -1.599, 0.138)
C (1.428, 1.385, 0.930)
C (-1.825, -0.760, -0.340)
C (-1.229, 0.281, 0.509)
C (0.966, 0.865, -1.267)
C (1.420, -0.989, 0.208)
H (-1.103, 0.267, 1.588)
H (1.847, 1.486, -1.494)
H (1.056, -1.344, 1.229)
H (-3.015, -1.551, 1.155)
H (0.975, 0.091, -2.119)
H (2.485, -0.983, 0.136)
H (0.094, 1.545, -1.406)
H (-3.356, -2.344, -0.396)
H (0.993, 1.376, 1.958)
H (1.150, -1.892, -0.470)
H (2.462, 1.294, 0.978)
H (1.088, 2.263, 0.392)
H (-1.315, -1.081, -1.286)

LUMO (eV): -4.5007
Net charge: +1
E (Ha): -705.653715
Energy above the lowest of the compared OMol25 structures with the same formula, charge and spin (eV): 3.054

***

[6]
The following is a DFT calculation (ωB97M-V with the def2-TZVPD basis set) of C6H7NO as an isolated structure at a distorted geometry.

Positions of all 15 atoms, in Å:
O (2.529, -1.650, 0.106)
N (3.022, 1.802, -0.001)
C (-1.715, 1.293, -0.103)
C (-0.296, 0.824, -0.125)
C (-0.517, -1.728, 0.124)
C (2.043, -0.567, 0.024)
C (0.136, -0.417, -0.021)
C (2.630, 0.722, -0.013)
H (0.421, 1.630, -0.211)
H (-1.596, -1.607, 0.202)
H (-0.153, -2.237, 1.016)
H (-1.914, 1.782, 0.852)
H (-2.423, 0.478, -0.230)
H (-1.872, 2.036, -0.884)
H (-0.295, -2.362, -0.735)

LUMO (eV): -0.4734
Net charge: 0
E (Ha): -362.736852
Energy above the lowest of the compared OMol25 structures with the same formula, charge and spin (eV): 2.085